# 1
{
  "formula": "C45H49I2N13O2P2RbS",
  "method": "ωB97M-V/def2-TZVPD",
  "e_homo_ev": -4.6810,
  "total_charge": -1,
  "orbital_gap_ev": 6.5,
  "relative_energy_kcal_mol": 10.3,
  "e_lumo_ev": 1.817,
  "symbols": ["Rb", "C", "C", "N", "C", "S", "N", "N", "C", "C", "C", "C", "C", "C", "C", "N", "H", "H", "H", "H", "H", "H", "H", "H", "H", "H", "H", "H", "H", "I", "C", "C", "C", "I", "C", "C", "C", "C", "N", "C", "C", "O", "H", "H", "H", "H", "C", "P", "C", "C", "C", "P", "C", "C", "H", "H", "H", "H", "H", "H", "H", "H", "H", "H", "H", "H", "H", "H", "H", "H", "C", "N", "C", "N", "C", "N", "C", "C", "C", "C", "C", "C", "C", "N", "N", "C", "O", "C", "C", "C", "C", "C", "C", "N", "C", "N", "C", "N", "C", "H", "H", "H", "H", "H", "H", "H", "H", "H", "H", "H", "H", "H", "H", "H", "H"],
  "coordinates": [[-0.99434, -0.32364, 0.45702], [0.72866, -5.90624, -4.29686], [-0.51185, -5.02261, -4.27865], [-0.20929, -3.62804, -4.00087], [0.01759, -3.17177, -2.70837], [0.90161, -1.68533, -2.60336], [-0.39927, -3.98744, -1.77371], [-0.49014, -3.52445, -0.49370], [-0.45573, -4.43028, 0.41536], [-0.20019, -5.88525, 0.13418], [-0.72708, -4.02750, 1.82423], [-1.03915, -4.98604, 2.78760], [-1.30924, -4.58868, 4.08912], [-1.24363, -3.24529, 4.41640], [-0.91190, -2.36592, 3.39635], [-0.67496, -2.73064, 2.14162], [0.47579, -6.93693, -4.56216], [1.20178, -5.90603, -3.31250], [1.45681, -5.53569, -5.02305], [-1.19675, -5.36397, -3.50800], [-1.03198, -5.07691, -5.23724], [0.39763, -3.16310, -4.65872], [0.21788, -5.99101, -0.86111], [-1.12759, -6.46758, 0.17354], [0.48971, -6.30675, 0.86909], [-1.08643, -6.03245, 2.51781], [-1.56808, -5.32496, 4.84007], [-1.44463, -2.88283, 5.41698], [-0.83264, -1.30248, 3.60501], [-0.63634, 2.79714, 4.48748], [-2.01548, 1.22517, 4.56111], [-2.43272, 0.73808, 5.80117], [-3.33677, -0.28935, 5.86667], [-3.87266, -1.00419, 7.76668], [-3.84148, -0.88735, 4.68498], [-4.77384, -1.95092, 4.66911], [-5.14480, -2.52107, 3.48766], [-4.57701, -2.03531, 2.29548], [-3.74691, -1.02549, 2.25962], [-3.38292, -0.41849, 3.42225], [-2.45033, 0.71597, 3.31739], [-2.05373, 1.17770, 2.21148], [-2.04183, 1.17867, 6.70750], [-5.17950, -2.31163, 5.60532], [-5.85132, -3.34124, 3.46060], [-4.81573, -2.50406, 1.34377], [-5.02268, 2.07661, 1.72762], [-3.94886, 1.43534, 0.36705], [-3.16082, 3.05834, -0.06017], [-5.25066, 1.39885, -0.96414], [-4.59284, 1.03753, -2.31301], [-2.90396, 0.28881, -2.12476], [-3.30353, -1.46352, -1.72483], [-2.51548, 0.07991, -3.91551], [-4.40739, 2.44737, 2.54894], [-5.66379, 1.27973, 2.11283], [-5.65325, 2.89173, 1.36225], [-3.90542, 3.85317, -0.17162], [-2.58833, 2.97083, -0.98688], [-2.47453, 3.31720, 0.75055], [-5.81678, 2.33327, -1.02443], [-5.95476, 0.61472, -0.66983], [-4.43895, 1.94116, -2.90916], [-5.21244, 0.36355, -2.91143], [-4.08974, -1.85449, -2.37490], [-3.61073, -1.55628, -0.67656], [-2.39466, -2.05265, -1.87590], [-3.34930, -0.36324, -4.46840], [-1.63722, -0.56421, -4.00799], [-2.27463, 1.05047, -4.35426], [4.56986, -1.73362, -0.77834], [3.79007, -1.19177, 0.31048], [2.52270, -0.76362, 0.27542], [2.17876, -0.28689, 1.45349], [3.31169, -0.44465, 2.18817], [4.32353, -0.98916, 1.54081], [5.61106, -0.76277, -1.29446], [6.76616, -1.24754, -1.89253], [7.73117, -0.37749, -2.38215], [7.55736, 0.99099, -2.27348], [6.40011, 1.48295, -1.67840], [5.43016, 0.61036, -1.19524], [6.22366, 2.93164, -1.55122], [7.08448, 3.87024, -1.73921], [6.42042, 5.06926, -1.47739], [5.21672, 4.75141, -1.15837], [5.01471, 3.41398, -1.18352], [4.09322, 5.62017, -0.80012], [4.31563, 6.95369, -0.48189], [3.23666, 7.75555, -0.14225], [1.95115, 7.23432, -0.12060], [1.72430, 5.90210, -0.44543], [0.31263, 5.34722, -0.42316], [0.26020, 3.95435, -0.79730], [0.48369, 2.87780, -0.03336], [0.53377, 1.79820, -0.78265], [0.32649, 2.28196, -2.03708], [0.16907, 3.58933, -2.10027], [2.80216, 5.10015, -0.78589], [3.86120, -1.99715, -1.56762], [5.05587, -2.64481, -0.43430], [1.89887, -0.83439, -0.60937], [3.39002, -0.16111, 3.22671], [6.91739, -2.31923, -1.97016], [8.62750, -0.77141, -2.84385], [8.30211, 1.68640, -2.63776], [4.53730, 1.00618, -0.72497], [5.32542, 7.34293, -0.49914], [3.39890, 8.79502, 0.11317], [1.11628, 7.87141, 0.15370], [-0.31752, 5.88947, -1.12427], [-0.12006, 5.45055, 0.57226], [0.59618, 2.91148, 1.04344], [0.28892, 1.64678, -2.91010], [2.65156, 4.06169, -1.05159]],
  "forces_ev_per_a": [[0.5, -0.9, -0.4], [0.1, 0.0, 0.0], [0.0, 0.1, 0.0], [0.1, 0.1, 0.1], [0.2, -0.2, 0.0], [-0.4, 0.0, 0.0], [-0.2, 0.0, 0.0], [0.2, 0.2, 0.0], [-0.1, 0.1, 0.0], [0.0, -0.1, 0.1], [0.0, 0.1, -0.1], [0.0, -0.1, 0.1], [0.0, 0.0, 0.0], [0.0, -0.1, -0.1], [0.1, 0.1, -0.1], [0.1, 0.1, 0.1], [0.0, 0.0, 0.0], [0.0, 0.0, 0.0], [0.0, 0.0, 0.0], [-0.1, 0.0, 0.0], [0.0, 0.0, -0.1], [-0.1, 0.0, 0.0], [0.0, 0.0, 0.0], [0.0, 0.0, 0.0], [0.0, 0.0, 0.0], [0.0, 0.0, 0.0], [0.0, 0.0, 0.0], [0.0, 0.0, 0.0], [0.0, 0.0, 0.0], [0.0, 0.0, 0.0], [0.0, 0.1, 0.1], [0.0, 0.0, -0.2], [0.0, -0.1, 0.1], [0.0, 0.0, 0.0], [0.0, 0.0, -0.1], [0.0, 0.0, 0.0], [0.0, 0.0, 0.0], [0.0, 0.0, 0.0], [0.3, 0.1, 0.3], [-0.1, -0.1, -0.1], [0.1, 0.2, 0.1], [-0.2, 0.2, 0.9], [0.0, 0.0, 0.0], [0.0, 0.0, 0.0], [0.0, 0.0, 0.0], [0.0, 0.0, 0.0], [0.0, -0.1, 0.0], [-0.5, 0.6, -0.3], [0.0, -0.1, 0.1], [0.2, -0.1, -0.1], [0.0, 0.1, 0.2], [0.0, -0.2, -0.7], [0.0, 0.1, 0.1], [0.0, -0.1, 0.0], [0.0, 0.0, 0.0], [0.0, 0.0, 0.0], [0.0, 0.0, 0.0], [0.0, 0.0, 0.0], [0.0, 0.0, 0.0], [0.0, 0.0, 0.0], [0.0, 0.0, 0.0], [0.0, 0.0, 0.0], [0.0, 0.0, 0.0], [-0.1, 0.0, 0.0], [0.0, 0.0, 0.0], [0.0, 0.0, -0.1], [-0.1, -0.1, 0.1], [0.0, 0.0, 0.0], [0.0, 0.0, 0.0], [0.0, 0.0, 0.0], [0.0, 0.1, 0.0], [0.1, -0.1, 0.0], [-0.1, 0.1, 0.1], [0.0, 0.2, 0.3], [0.0, -0.1, -0.1], [-0.2, 0.1, -0.1], [0.0, 0.0, 0.0], [0.0, 0.0, 0.0], [0.0, 0.0, 0.0], [0.0, 0.0, 0.0], [0.0, 0.1, 0.0], [-0.1, 0.0, 0.0], [0.0, -0.2, 0.0], [0.0, 0.2, 0.1], [0.2, -0.1, -0.1], [-0.1, 0.1, 0.0], [-0.1, -0.1, 0.0], [0.0, -0.1, 0.0], [0.0, 0.1, 0.0], [0.0, 0.0, 0.0], [0.0, 0.0, 0.0], [0.0, -0.1, 0.0], [0.1, -0.1, 0.0], [-0.1, 0.2, 0.0], [0.0, -0.1, 0.0], [0.0, 0.0, -0.2], [0.0, 0.0, 0.0], [0.1, -0.1, 0.2], [0.0, -0.1, 0.0], [0.0, 0.0, 0.0], [0.0, -0.1, 0.0], [0.1, -0.1, 0.1], [0.0, 0.0, 0.0], [0.0, 0.0, 0.0], [0.0, 0.0, 0.0], [0.0, 0.0, 0.0], [0.0, 0.0, 0.0], [0.0, 0.0, 0.0], [0.0, 0.0, 0.0], [0.0, 0.0, 0.0], [-0.1, 0.0, 0.0], [0.0, 0.0, 0.0], [-0.1, 0.0, -0.1], [0.0, 0.0, 0.1], [0.0, 0.0, 0.0]]
}

***

# 2
{
  "formula": "C45H50BBr2ClF8O7P",
  "method": "ωB97M-V/def2-TZVPD",
  "e_homo_ev": -4.4336,
  "total_charge": -1,
  "orbital_gap_ev": 6.2,
  "e_lumo_ev": 1.780,
  "symbols": ["C", "C", "C", "O", "C", "O", "B", "C", "C", "C", "F", "Br", "C", "F", "F", "Br", "P", "O", "Cl", "O", "C", "C", "C", "C", "O", "O", "C", "O", "C", "C", "H", "H", "H", "H", "H", "H", "H", "H", "H", "H", "H", "H", "H", "H", "H", "H", "H", "H", "H", "H", "H", "H", "H", "H", "H", "F", "C", "C", "C", "C", "C", "C", "H", "H", "H", "H", "H", "F", "C", "C", "C", "C", "C", "C", "H", "H", "H", "H", "H", "F", "C", "C", "C", "C", "C", "C", "H", "H", "H", "H", "H", "F", "C", "C", "C", "C", "C", "C", "H", "H", "H", "H", "H", "F", "C", "C", "C", "C", "C", "C", "H", "H", "H", "H", "H"],
  "coordinates": [[-3.65434, -0.96014, 4.77973], [-3.89345, -1.85403, 3.56249], [-3.60023, -1.13076, 2.24373], [-3.57364, -2.05174, 1.16816], [-2.44169, -2.23657, 0.31297], [-2.78696, -3.35272, -0.42889], [-2.47700, -4.52866, 0.42095], [-1.84503, -5.80682, -0.37508], [-2.75643, -6.53738, -1.39290], [-2.47692, -6.27747, -2.85739], [-3.17097, -7.19570, -3.61377], [-3.09745, -4.52348, -3.42170], [-1.00675, -6.41835, -3.33491], [-0.28879, -5.35393, -3.07453], [-0.97433, -6.57863, -4.65209], [-0.12202, -7.96293, -2.56058], [-4.01451, -4.98863, 1.64515], [-5.33998, -4.53476, 0.75079], [-4.15232, -7.11860, 1.50781], [-1.43655, -4.00131, 1.37568], [-1.07761, -2.71356, 0.92596], [-0.36543, -2.01111, 2.08760], [0.39656, -0.66691, 1.86815], [-0.25606, 0.44106, 1.08353], [-0.77934, 1.39177, 1.58455], [-0.16314, 0.33642, -0.25147], [-0.06659, -2.86418, -0.24025], [1.02169, -3.68589, 0.18124], [2.28024, -3.23766, -0.25376], [2.47715, -3.31670, -1.77056], [-3.90565, -1.50550, 5.69621], [-2.59572, -0.68696, 4.84923], [-4.26543, -0.05387, 4.73573], [-3.25668, -2.74310, 3.60876], [-4.92073, -2.23357, 3.53207], [-2.70048, -0.52315, 2.30270], [-4.42558, -0.42976, 2.04374], [-2.35777, -1.37884, -0.37458], [-0.88706, -5.52831, -0.82789], [-1.58646, -6.52368, 0.41223], [-2.73506, -7.62277, -1.25069], [-3.79566, -6.23920, -1.22157], [-5.15553, -4.50333, -0.19947], [0.39299, -2.73380, 2.40774], [-1.02694, -1.89008, 2.93752], [1.38678, -0.85130, 1.43638], [0.56282, -0.22424, 2.85546], [-0.76768, 0.99518, -0.63403], [0.31570, -1.89911, -0.58898], [-0.57208, -3.34010, -1.08724], [2.48186, -2.20563, 0.08399], [3.01767, -3.88054, 0.24052], [1.99698, -4.20753, -2.18211], [3.54875, -3.31877, -1.99742], [2.05073, -2.44180, -2.27489], [-7.12501, -0.54181, -3.17378], [-7.67562, -1.64093, -2.60509], [-8.72621, -2.25973, -3.25131], [-9.29002, -3.38555, -2.66692], [-8.80419, -3.86409, -1.45807], [-7.74752, -3.21884, -0.82781], [-7.16864, -2.09772, -1.40575], [-9.08818, -1.86480, -4.19125], [-10.11002, -3.89017, -3.16154], [-9.24488, -4.74299, -1.00647], [-7.35974, -3.59058, 0.11144], [-6.33545, -1.59066, -0.93595], [3.77183, 6.48125, -0.43649], [3.09039, 5.51124, 0.21860], [2.03137, 4.89513, -0.41577], [1.34470, 3.89734, 0.26234], [1.71859, 3.53192, 1.54794], [2.78772, 4.17134, 2.16205], [3.48476, 5.17062, 1.49601], [1.75424, 5.19620, -1.41718], [0.50967, 3.40060, -0.21283], [1.16950, 2.76045, 2.06805], [3.08330, 3.89330, 3.16519], [4.32084, 5.68120, 1.95573], [-2.37014, -1.57892, -9.07894], [-2.87830, -1.43519, -7.83371], [-4.22466, -1.16469, -7.69349], [-4.74226, -1.02181, -6.41366], [-3.91499, -1.14356, -5.30565], [-2.56511, -1.41318, -5.47725], [-2.03423, -1.56631, -6.75035], [-4.84856, -1.07229, -8.57236], [-5.79654, -0.81807, -6.28002], [-4.32382, -1.03495, -4.31002], [-1.92149, -1.51541, -4.61319], [-0.98739, -1.78919, -6.90599], [7.78325, 4.15045, 2.71870], [8.03008, 4.97364, 1.67740], [7.06506, 5.12601, 0.70323], [7.32027, 5.98232, -0.35786], [8.52873, 6.66185, -0.43470], [9.48467, 6.48820, 0.55681], [9.23785, 5.64057, 1.62775], [6.13306, 4.58228, 0.77789], [6.56709, 6.11936, -1.12213], [8.72339, 7.32748, -1.26493], [10.42778, 7.01606, 0.50042], [9.96546, 5.49588, 2.41574], [5.34702, 6.77266, 5.84003], [6.41893, 7.54679, 5.57911], [6.57852, 8.72228, 6.28548], [7.68503, 9.51407, 6.01320], [8.60413, 9.12718, 5.04746], [8.41720, 7.94103, 4.35022], [7.31817, 7.13716, 4.61533], [5.84682, 9.00498, 7.03010], [7.82786, 10.43741, 6.55908], [9.46371, 9.74992, 4.83779], [9.12713, 7.63712, 3.59323], [7.15699, 6.20528, 4.09007]],
  "forces_ev_per_a": [[-0.1, -0.4, 0.0], [0.3, 0.0, -0.2], [-0.5, 0.0, 0.0], [0.5, 0.0, 0.3], [-0.2, -0.1, -0.5], [-0.3, 0.0, -0.1], [1.0, -0.4, 0.0], [-0.2, 0.0, 0.0], [0.0, 0.4, 0.3], [0.0, -0.4, 0.1], [0.0, 0.0, 0.1], [0.0, 0.1, -0.1], [-0.6, -0.6, 0.2], [0.7, 1.0, 0.5], [-0.1, -0.2, -0.9], [0.0, -0.2, 0.1], [-0.3, 0.5, 0.2], [-0.1, -0.2, -0.2], [0.0, -0.2, -0.1], [-0.1, 0.2, 0.0], [0.0, -0.3, 0.1], [0.1, 0.2, 0.0], [0.2, -0.1, 0.1], [0.3, -0.6, 0.1], [-0.7, 0.8, 0.5], [-0.2, -0.3, -0.5], [0.0, -0.1, -0.3], [-0.1, 0.3, 0.2], [0.3, -0.1, -0.2], [0.0, 0.4, 0.0], [0.0, 0.2, -0.1], [-0.1, 0.1, 0.0], [0.1, 0.0, 0.1], [0.0, 0.1, 0.0], [0.1, 0.1, 0.0], [0.3, 0.0, 0.0], [0.1, 0.0, 0.0], [0.1, 0.0, 0.2], [-0.1, 0.0, 0.1], [0.0, 0.0, -0.1], [0.1, 0.1, -0.1], [0.0, -0.2, -0.1], [0.1, 0.1, 0.2], [-0.1, 0.1, 0.0], [-0.3, 0.0, 0.0], [-0.2, -0.1, -0.1], [0.0, -0.1, -0.1], [0.2, 0.0, 0.1], [-0.1, 0.0, 0.2], [0.1, 0.1, 0.1], [-0.1, -0.1, 0.0], [-0.2, 0.0, 0.0], [0.2, 0.0, 0.1], [-0.1, -0.1, 0.0], [0.0, -0.2, 0.1], [0.0, 0.0, 0.0], [0.0, -0.1, 0.1], [0.0, 0.0, -0.1], [0.0, 0.0, 0.0], [0.0, 0.0, 0.0], [-0.1, 0.0, 0.0], [0.1, 0.1, 0.0], [0.0, 0.0, 0.0], [0.0, 0.0, 0.0], [0.0, 0.0, 0.0], [0.0, 0.0, 0.0], [0.0, 0.0, 0.0], [0.0, 0.0, 0.0], [0.0, -0.1, 0.0], [0.0, 0.0, -0.1], [0.0, 0.0, 0.0], [0.1, 0.0, 0.1], [0.0, 0.0, -0.1], [0.1, 0.0, 0.1], [0.0, 0.0, 0.0], [0.0, 0.0, 0.0], [0.0, 0.0, 0.0], [0.0, 0.0, 0.0], [0.0, 0.0, 0.0], [0.0, 0.0, 0.0], [0.0, 0.0, 0.1], [-0.1, 0.0, -0.1], [0.0, 0.0, 0.0], [0.0, 0.0, 0.0], [0.0, 0.0, 0.0], [0.1, 0.0, 0.0], [0.0, 0.0, 0.0], [0.0, 0.0, 0.0], [0.0, 0.0, 0.0], [0.0, 0.0, 0.0], [0.0, 0.0, 0.0], [0.0, 0.0, 0.0], [0.0, 0.1, -0.1], [-0.1, -0.1, 0.0], [0.1, 0.0, 0.0], [0.0, 0.0, 0.0], [-0.1, 0.0, 0.0], [0.1, 0.0, 0.1], [0.0, 0.0, 0.0], [0.0, 0.0, 0.0], [0.0, 0.0, 0.0], [0.0, 0.0, 0.0], [0.0, 0.0, 0.0], [0.0, 0.0, 0.0], [0.1, 0.1, 0.0], [0.0, 0.0, 0.1], [0.0, 0.0, 0.0], [0.0, 0.0, 0.0], [0.0, 0.1, 0.1], [0.0, -0.1, -0.1], [0.0, 0.0, 0.0], [0.0, 0.0, 0.0], [0.0, 0.0, 0.0], [0.0, 0.0, 0.0], [0.0, 0.0, 0.0]]
}

***

The largest force on an atom results, record by record, are as follows: 1.1 1.4 eV Å⁻¹.